(1)
The following is a quantum chemistry calculation of a 2-piece molecular cluster, C2H6N3 overall in a non-equilibrium geometry, from the OMol25 dataset.

## Properties
E_HOMO	-15.19	eV
charge	+1
energy above the lowest of the compared OMol25 structures with the same formula, charge and spin	212.91	kJ/mol

```
11
Properties=species:S:1:pos:R:3:forces:R:3:nbo_charge:R:1
C 2.983669 -0.537623 0.100364 0.035 0.304 0.688 0.17
C 0.817720 0.564290 -0.079052 -0.554 0.259 -0.154 0.67
N 1.895868 -0.065799 -0.302838 -0.399 0.027 -1.794 -0.47
N -0.216687 1.092419 -0.137275 0.981 -0.286 0.476 -0.47
N -2.563593 0.028923 -0.028721 1.377 0.670 1.864 -1.01
H 3.648575 -1.037504 -0.634391 -0.345 0.267 0.775 0.24
H 3.162577 -0.374924 1.159987 0.943 -0.494 0.041 0.21
H -1.325519 0.922539 -0.079783 -0.785 -0.511 -0.096 0.46
H -2.215709 -0.876175 -0.281560 0.056 -0.606 0.074 0.39
H -3.272857 0.260162 -0.662394 -1.393 0.522 -0.916 0.40
H -2.914042 0.023689 0.945666 0.084 -0.151 -0.958 0.41
```
Forces are in eV/Å.


(2)
The following is a quantum chemistry calculation of a 2-piece molecular cluster, C2H6N3 overall in a non-equilibrium geometry, from the OMol25 dataset.

## Properties
E_HOMO	-15.40	eV
charge	+1
energy above the lowest of the compared OMol25 structures with the same formula, charge and spin	365.13	kJ/mol

```
11
Properties=species:S:1:pos:R:3:forces:R:3:nbo_charge:R:1
C -0.316860 -1.853054 -1.482573 -0.863 -1.432 -0.714 0.25
C -0.031159 1.779312 1.722980 0.390 3.757 3.141 0.01
N -0.613946 -2.808467 -2.076934 0.433 0.586 0.011 -0.60
N -0.171520 0.681005 1.233063 -2.099 -2.516 1.810 -0.26
N 0.395140 0.408339 0.057530 0.829 -2.820 -4.299 -0.60
H 0.669622 2.589932 1.576819 0.396 0.106 -1.316 0.19
H -0.625456 2.010949 2.587641 -0.340 -0.305 0.484 0.21
H -0.783120 -3.597806 -2.705160 0.078 0.600 0.606 0.48
H 1.357568 -0.054471 0.038085 -1.374 0.551 0.492 0.44
H 0.435535 1.225755 -0.553817 0.157 0.046 -0.311 0.41
H -0.315805 -0.381494 -0.397634 2.393 1.426 0.097 0.47
```
Forces are in eV/Å.


(3)
The following is a quantum chemistry calculation of a 2-piece molecular cluster, C2H6N3 overall in a non-equilibrium geometry, from the OMol25 dataset.

## Properties
E_HOMO (spin up / spin down)	-13.14 / -13.33	eV
charge	+1
energy above the lowest of the compared OMol25 structures with the same formula, charge and spin	661.31	kJ/mol

```
11
Properties=species:S:1:pos:R:3:forces:R:3:nbo_charge:R:1
C -1.076656 0.881155 2.134232 -2.832 1.788 3.073 -0.52
C 1.065811 -0.509673 -2.040902 1.626 -0.921 -1.075 -0.56
N -0.097533 1.004078 1.254850 6.280 2.102 -4.286 0.18
N 0.313486 -0.812512 -0.978992 -1.475 -0.521 0.701 -0.17
N 0.779663 1.176750 0.589213 -2.984 -0.762 1.991 0.37
H -0.814254 1.327188 3.143661 -0.154 -0.472 -1.254 0.32
H -1.253580 -0.125688 2.175048 -0.569 -2.933 0.685 0.30
H -2.001537 1.297916 1.724919 0.146 0.379 0.009 0.32
H 0.833504 0.329272 -2.666911 -0.511 0.975 -0.200 0.23
H 1.457755 -1.301603 -2.741313 -0.422 0.097 0.825 0.25
H 1.903693 -0.232675 -1.366811 0.896 0.268 -0.468 0.28
```
Forces are in eV/Å.


(4)
The following is a quantum chemistry calculation of a 2-piece molecular cluster, C2H6N3 overall in a non-equilibrium geometry, from the OMol25 dataset.

## Properties
E_HOMO	-12.53	eV
charge	+1
energy above the lowest of the compared OMol25 structures with the same formula, charge and spin	453.50	kJ/mol

```
11
Properties=species:S:1:pos:R:3:forces:R:3:nbo_charge:R:1
C 1.720781 -0.304966 -0.981051 1.563 0.237 0.163 0.16
C -1.766052 -0.883011 -0.277291 -2.612 0.533 -1.632 -0.48
N -0.806401 1.108827 0.701841 -1.637 -1.270 0.394 -0.04
N -1.418537 0.194414 0.363053 2.877 0.154 -0.926 0.04
N 2.355521 -0.512586 0.180498 -2.612 0.180 -3.293 -0.60
H 0.661671 -0.106500 -0.884107 -0.096 0.554 -0.077 0.23
H 2.151249 -0.237325 -2.161491 -0.589 -0.780 3.837 0.30
H -2.685133 -0.750249 -0.927539 1.134 -0.141 1.127 0.25
H -1.285616 -1.856650 -0.387798 0.313 0.608 1.060 0.25
H 1.895486 -0.438702 1.091963 -0.372 0.112 -0.519 0.45
H 3.156827 -1.079175 0.203508 2.032 -0.187 -0.135 0.44
```
Forces are in eV/Å.


(5)
The following is a quantum chemistry calculation of an isolated ion of composition C2H6N3 and charge +1 in a non-equilibrium geometry, from the OMol25 dataset.

## Properties
E_HOMO (spin up / spin down)	-12.30 / -17.64	eV
charge	+1
multiplicity	3
energy above the lowest of the compared OMol25 structures with the same formula, charge and spin	378.42	kJ/mol

```
11
Properties=species:S:1:pos:R:3:forces:R:3:nbo_charge:R:1
C -1.073045 0.267918 0.418549 1.183 -0.220 1.795 0.26
C 1.319533 -0.487288 -0.063736 -3.237 -1.158 0.477 -0.40
N -2.408524 0.352485 -0.095427 -2.649 5.182 -0.988 -0.07
N -1.926193 -0.744238 -0.081989 1.421 -5.818 -0.941 -0.12
N 0.186578 0.524348 -0.204665 0.754 0.512 -5.844 -0.55
H -0.964516 0.302797 1.455496 0.082 0.501 1.713 0.22
H 1.557803 -0.573871 0.947098 1.195 0.571 1.625 0.24
H 0.628773 -1.338695 -0.134753 1.297 -0.811 -1.010 0.24
H 2.104214 -0.340755 -0.781040 0.073 0.004 -0.223 0.27
H 0.094696 0.573939 -1.294578 -0.683 -0.734 1.865 0.46
H 0.480677 1.463362 -0.164958 0.565 1.971 1.532 0.45
```
Forces are in eV/Å.


(6)
The following is a quantum chemistry calculation of a 2-piece molecular cluster, C2H6N3O2 overall in a non-equilibrium geometry, from the OMol25 dataset.

## Properties
E_HOMO (spin up / spin down)	-10.28 / -15.33	eV
charge	+1
multiplicity	3
energy above the lowest of the compared OMol25 structures with the same formula, charge and spin	73.20	kJ/mol

```
13
Properties=species:S:1:pos:R:3:forces:R:3:nbo_charge:R:1
C -0.110429 0.683766 0.259234 -0.522 1.514 3.764 -0.05
C 2.663896 -0.078234 1.240157 2.743 -0.396 0.553 0.45
N 0.658978 1.387310 -0.591620 2.463 3.373 -2.573 -0.23
N -0.650284 -0.475741 0.027802 -1.500 -2.889 -0.734 -0.21
N 1.502872 0.915185 -1.494726 0.021 -2.414 1.676 -0.38
O 3.776240 -0.212482 1.458667 -2.432 0.284 -0.411 -0.45
O -0.473066 -1.049845 -1.201532 -1.821 -0.363 -1.074 -0.55
H -0.254323 1.098595 1.230923 0.190 0.034 0.382 0.23
H 1.815334 -0.068108 -1.450283 -0.532 0.625 -0.359 0.43
H 0.982763 2.329132 -0.287130 -1.147 -0.605 -0.304 0.43
H -0.783867 -1.130380 0.786226 0.025 -0.209 -0.028 0.40
H -1.404092 -1.126276 -1.591349 1.695 0.011 0.544 0.50
H 1.633833 1.493555 -2.267997 0.818 1.033 -1.437 0.42
```
Forces are in eV/Å.


(7)
The following is a quantum chemistry calculation of a 2-piece molecular cluster, C2H6N3O3S overall in a non-equilibrium geometry, from the OMol25 dataset.

## Properties
E_HOMO	-14.66	eV
charge	+1
energy above the lowest of the compared OMol25 structures with the same formula, charge and spin	11.63	kJ/mol

```
15
Properties=species:S:1:pos:R:3:forces:R:3:nbo_charge:R:1
C -0.851727 -0.918821 -0.833545 -0.600 0.667 1.190 0.34
C 2.039573 1.488472 2.409726 0.027 0.348 1.284 0.88
N -1.424324 -1.818999 -1.588117 0.322 -0.624 -1.170 -0.73
N 2.312706 2.053255 3.427595 -0.643 0.576 -1.089 -0.71
N 0.024174 -1.291402 0.066912 0.573 0.209 0.522 -0.73
O 1.646405 1.015524 1.429001 -0.531 -0.651 -1.589 -0.59
O -0.269500 1.496555 -1.531871 -2.274 -4.096 -2.312 -0.87
O -2.453088 0.562869 -2.138659 -0.655 0.511 -0.106 -0.88
S -1.669201 0.874941 -0.975854 1.706 -1.103 -0.635 1.58
H -1.006972 -2.732448 -1.770429 0.032 0.221 0.559 0.42
H -2.044911 -1.586582 -2.351693 -0.272 0.828 0.193 0.46
H 2.867559 1.676172 4.134344 1.025 -0.389 1.377 0.43
H 0.105276 2.187387 -1.104829 1.613 3.768 2.584 0.51
H 0.200914 -2.289270 0.032263 0.498 0.142 0.567 0.41
H 0.523115 -0.717652 0.795157 -0.821 -0.406 -1.375 0.47
```
Forces are in eV/Å.


(8)
The following is a quantum chemistry calculation of an isolated ion of composition C2H6N3S and charge +1 in a non-equilibrium geometry, from the OMol25 dataset.

## Properties
E_HOMO (spin up / spin down)	-11.80 / -11.73	eV
structure (SMILES)	[NH2+]=C/[NH+]=C/N[S-]
charge	+1
energy above the lowest of the compared OMol25 structures with the same formula, charge and spin	177.94	kJ/mol

```
12
Properties=species:S:1:pos:R:3:forces:R:3:nbo_charge:R:1
N -0.185709 -0.993472 2.237666 0.177 0.105 -0.671 -0.69
C 0.153169 -0.959681 0.964377 -0.480 1.464 -0.705 0.39
N -0.083596 0.115693 0.185556 -0.519 0.553 1.414 -0.52
C 0.189054 0.268846 -1.164553 0.396 0.226 -2.165 0.16
N 0.014903 1.280129 -2.027258 0.238 -1.119 0.612 -0.55
S -0.475337 2.886400 -2.271146 -0.039 -0.792 1.253 0.00
H -0.632022 -0.208380 2.694428 0.029 -0.089 0.031 0.43
H 0.011155 -1.810510 2.793805 0.010 -0.046 0.011 0.45
H 0.625973 -1.819810 0.514427 0.066 -0.093 -0.011 0.24
H -0.538879 0.915527 0.624553 0.054 -0.043 0.018 0.44
H 0.620031 -0.620640 -1.603728 -0.032 0.034 -0.068 0.20
H 0.301258 0.945897 -2.948127 0.101 -0.200 0.281 0.44
```
Forces are in eV/Å.


Q: Which formula does entry 4 have?
A: C2H6N3